No. 1
{
  "formula": "C30H25BrILiNP2",
  "method": "ωB97M-V/def2-TZVPD",
  "symbols": ["H", "C", "C", "C", "H", "H", "C", "I", "C", "C", "H", "C", "H", "C", "H", "H", "C", "H", "H", "C", "C", "C", "P", "H", "C", "H", "P", "C", "H", "H", "H", "C", "N", "C", "C", "H", "C", "C", "C", "H", "H", "C", "H", "C", "H", "H", "C", "Li", "Br", "C", "H", "C", "H", "H", "C", "C", "C", "C", "C", "H", "H"],
  "xyz": [[-4.49163, -0.34169, 4.31157], [2.87444, -4.01141, -0.04881], [1.41267, 3.26535, -2.68536], [-0.37617, -4.03640, -1.03368], [-3.59342, 4.15755, 2.71813], [3.71299, -4.52991, -3.77914], [-2.57280, 4.31320, 2.39494], [3.41667, -0.99703, -0.09241], [-0.48180, -1.78137, -0.18937], [0.04630, 4.70605, 1.56715], [-0.84384, -3.54545, 0.99322], [-5.14199, -0.72410, 2.30209], [3.32295, 2.54306, 0.58745], [-2.44600, -0.79093, 1.64829], [0.87988, 3.47577, -3.60246], [-3.10666, -1.21270, -0.35632], [-0.03832, -3.55186, -2.29022], [-2.09490, -0.40111, 3.73355], [3.02943, -6.45482, -2.37524], [3.56022, -3.12166, -2.18213], [3.25968, -2.94038, -0.83874], [-0.14212, -1.30158, -1.45083], [-0.68792, -0.68473, 1.24591], [-2.22007, 2.22961, 2.07335], [3.47836, 3.16000, -1.45785], [-0.03144, -0.23671, -1.61488], [0.55186, 2.00472, 1.11807], [-0.72962, 5.78770, 1.94926], [-2.64851, 6.43936, 2.64701], [-1.39961, 1.21511, 0.04802], [1.06283, 4.87061, 1.23115], [3.09331, -5.46388, -1.94874], [-0.59529, 0.88134, 0.57167], [-2.84118, -0.55598, 2.96326], [1.39988, 2.58768, -0.37468], [3.33202, 3.73856, -3.51357], [2.78256, 2.73919, -0.33312], [-0.59018, -3.15595, 0.01395], [0.71775, 2.86219, -1.55848], [3.85148, -2.27743, -2.79030], [0.34527, -1.80644, -3.47394], [-2.04116, 5.59296, 2.35900], [-6.19241, -0.70411, 2.55687], [2.79304, 3.41411, -2.63458], [-0.36166, 2.77324, -1.60080], [-0.46482, -5.10139, -0.86726], [-1.79821, 3.22606, 2.02083], [1.66996, -0.08800, 1.92768], [2.45896, -3.81951, 1.78368], [2.79221, -5.27969, -0.61129], [2.49464, -6.11409, 0.00697], [3.47707, -4.38826, -2.73454], [4.55185, 3.28305, -1.41481], [-5.49819, -1.13312, 0.22684], [0.07869, -2.18622, -2.49636], [-4.18819, -0.52078, 3.28917], [-4.75228, -0.96626, 0.99183], [-0.48754, 3.41854, 1.59044], [-3.40787, -1.00509, 0.66378], [0.13013, -4.23942, -3.10753], [-0.31132, 6.78443, 1.92230]],
  "mulliken_charge": [0.430, 0.218, -0.720, -0.671, 0.423, 0.411, -0.623, 0.172, 1.003, -0.578, 0.442, -0.494, 0.476, 0.233, 0.432, 0.389, -0.487, 0.352, 0.408, -0.371, 0.144, -0.415, -0.024, 0.197, -0.679, 0.406, -0.298, -0.604, 0.387, 0.436, 0.368, -0.568, -0.106, -0.434, 0.566, 0.421, -0.229, -0.812, -0.172, 0.462, 0.457, -0.476, 0.410, -0.467, 0.367, 0.467, -0.038, 0.723, -0.123, -0.465, 0.458, -0.666, 0.440, 0.417, -0.605, -0.606, -0.693, 0.300, -0.254, 0.462, 0.400],
  "e_homo_ev": -11.385,
  "charge": 1,
  "orbital_gap_ev": 8.72,
  "relative_energy_ev": 0.185
}



No. 2
{
  "formula": "C30H34IN9O9P",
  "method": "ωB97M-V/def2-TZVPD",
  "symbols": ["H", "C", "C", "N", "H", "H", "H", "C", "N", "C", "H", "O", "C", "N", "O", "N", "C", "H", "I", "C", "H", "H", "C", "N", "H", "H", "C", "P", "H", "O", "C", "H", "C", "H", "C", "O", "H", "H", "H", "N", "N", "C", "C", "C", "C", "C", "O", "C", "H", "C", "H", "C", "C", "C", "C", "H", "O", "H", "O", "H", "C", "H", "C", "C", "C", "N", "H", "H", "C", "N", "H", "H", "H", "H", "C", "H", "H", "H", "O", "C", "O", "H", "H", "H"],
  "xyz": [[4.30048, 2.24191, -6.69245], [3.69414, 2.56895, -4.66576], [-0.38529, 2.21230, -3.01563], [1.97677, -0.54062, 3.13056], [5.20973, 0.49026, 2.59947], [4.22894, -2.38234, 2.94827], [5.84711, -1.67412, 3.28420], [3.86672, 3.35905, -3.54093], [-1.21685, 0.59614, 3.61501], [4.76672, 4.41170, -3.53011], [1.89433, -0.73631, 2.13057], [2.29809, 2.13827, -2.37090], [-1.12395, -6.05638, 6.40325], [3.07088, 3.08352, -2.33956], [-3.33302, 3.17914, -0.33275], [-0.56651, 1.55863, 4.13925], [0.82557, 0.11999, 3.45669], [-1.05521, -3.16026, 4.00717], [-3.86167, -0.23626, 5.65081], [-0.37275, -6.76707, 5.48144], [5.90141, 4.12277, -6.70382], [1.39001, -8.75140, 7.56001], [0.68643, -7.99739, 7.23383], [-3.15934, 2.00322, -0.53860], [0.56026, 0.57928, -4.03160], [-2.02274, -3.30382, 2.53669], [-0.19323, 0.86901, -3.31114], [-3.01992, 0.70988, 3.53810], [-1.50274, 3.63581, -1.87993], [-3.80208, 1.10418, 0.00824], [4.76538, -1.51629, 3.34362], [2.88346, 1.30896, 2.69276], [0.53493, -7.73291, 5.88218], [-3.67095, 1.63986, -7.63675], [-5.25166, 4.46503, -5.53028], [-3.45463, -0.30001, 2.33638], [-3.65114, 0.31954, 1.59256], [1.12150, -8.28142, 5.15895], [-5.69834, 5.25622, -4.94310], [-0.55048, -6.50031, 4.04871], [0.70857, 1.31575, 4.07155], [-3.32695, 3.24113, -6.24113], [4.43048, 2.84720, -5.80543], [-1.59519, -2.58837, 3.24692], [3.14439, 0.39851, 3.25251], [-0.67522, -1.62646, 2.48427], [-1.41757, 2.11668, -6.86704], [5.33111, 3.90408, -5.80999], [-1.02107, -1.45677, 1.45802], [-5.47964, 2.63853, -7.08277], [3.36328, 0.61802, 4.29915], [-3.88199, 4.26051, -5.48555], [4.37447, -0.21381, 2.55808], [-4.11037, 2.43009, -7.04488], [-2.12182, 1.60928, -1.49096], [-2.44437, -2.11182, 3.74465], [-1.22060, 3.71566, -5.43792], [0.29089, -2.13471, 2.37946], [3.21879, 3.81412, -1.37907], [-6.10381, 2.00821, -7.70189], [5.50183, 4.68243, -4.67259], [4.90067, 5.02225, -2.64855], [-0.96367, -0.10344, -2.68732], [-1.93313, 0.26397, -1.76852], [-6.05002, 3.65255, -6.32461], [-1.87930, 3.00762, -6.17975], [-7.12088, 3.80974, -6.35228], [-1.82775, -5.30027, 6.08545], [-1.35476, 2.58859, -2.10324], [-0.38245, -0.36491, 3.17182], [4.16354, -0.48617, 1.51570], [0.04751, -7.51328, 9.22269], [2.99462, 1.74540, -4.66769], [6.20616, 5.50333, -4.67853], [-0.06734, -7.29907, 8.16771], [-3.26494, 4.89360, -4.86388], [-2.53081, -0.49647, -1.28533], [-0.80977, -1.14897, -2.91991], [-1.34390, -5.62867, 3.72480], [-0.96929, -6.32796, 7.75294], [0.09755, -7.16137, 3.26452], [0.21686, 2.96364, -3.50085], [-1.55455, -5.78485, 8.48294], [4.53012, -1.34026, 4.40108]],
  "mulliken_charge": [0.390, -0.029, -0.422, -0.269, 0.362, 0.278, 0.356, 0.060, 0.741, -0.403, 0.368, -0.572, -0.209, 1.019, -0.571, -0.585, 0.400, 0.381, 0.030, 0.126, 0.388, 0.381, -0.431, 1.169, 0.424, 0.343, -0.485, -0.076, 0.535, -0.815, -1.025, 0.472, -0.400, 0.450, -0.551, -0.331, 0.442, 0.441, 0.384, 0.993, -0.264, 0.075, -0.596, -1.015, -0.817, -0.063, -0.625, -0.391, 0.066, -0.459, 0.401, -0.199, -0.508, -0.356, -0.217, 0.105, -0.620, 0.414, -0.625, 0.378, -0.465, 0.452, -0.792, -0.224, -0.395, 1.094, 0.386, 0.444, -0.317, 0.231, 0.290, 0.379, 0.394, 0.380, -0.421, 0.445, 0.615, 0.457, -0.614, -0.479, -0.588, 0.614, 0.375, 0.297],
  "e_homo_ev": -11.678,
  "charge": 1,
  "orbital_gap_ev": 8.07
}



No. 3
{
  "formula": "C36H109N23O15",
  "method": "ωB97M-V/def2-TZVPD",
  "symbols": ["C", "H", "C", "H", "H", "H", "O", "H", "H", "H", "H", "H", "H", "H", "C", "H", "H", "C", "H", "H", "N", "C", "H", "H", "N", "H", "H", "C", "H", "N", "C", "C", "H", "H", "O", "C", "H", "H", "C", "C", "H", "H", "C", "H", "H", "C", "H", "O", "O", "H", "C", "H", "N", "H", "H", "O", "H", "H", "H", "H", "C", "H", "H", "H", "H", "N", "H", "H", "N", "N", "O", "H", "H", "H", "C", "H", "H", "H", "O", "H", "H", "H", "C", "N", "H", "H", "H", "H", "H", "C", "N", "C", "H", "N", "O", "H", "H", "N", "H", "C", "H", "C", "C", "H", "O", "N", "C", "C", "H", "O", "N", "N", "H", "H", "H", "H", "C", "H", "H", "H", "H", "H", "N", "C", "H", "H", "N", "C", "H", "N", "N", "O", "C", "N", "H", "H", "N", "N", "H", "H", "C", "H", "H", "H", "C", "H", "C", "H", "N", "C", "H", "H", "H", "O", "H", "H", "H", "N", "H", "H", "O", "H", "O", "H", "H", "C", "C", "C", "H", "H", "H", "H", "H", "H", "H", "H", "H", "H", "H", "C", "H", "H", "O"],
  "xyz": [[0.70400, -1.28545, 0.45718], [-0.28329, -0.91583, 2.31297], [-3.36800, -7.52708, -6.31134], [-6.14696, 4.62529, -3.06355], [1.33888, 9.26544, -4.62450], [-4.73529, -10.29536, 3.57982], [-4.63336, 4.11260, -5.96246], [-9.24534, -3.67311, -2.06586], [4.96554, 4.88587, 1.82204], [0.68353, 0.03510, -1.44236], [7.21460, 6.99569, 5.77027], [0.12416, -0.90658, -7.36639], [3.84059, 8.88258, -5.21683], [-0.63960, -4.48465, 5.37622], [-4.72672, -9.47785, -5.85959], [2.82183, 8.74741, -7.95524], [-12.09594, -2.93038, -3.95593], [2.94337, 7.02586, -5.45830], [-3.42739, -9.59321, 2.59118], [-14.36190, -2.86961, -3.84904], [-0.44315, 4.69187, 6.08149], [3.05871, 8.50744, -5.87715], [7.08132, 6.59759, 2.63252], [4.72820, -3.71802, 0.53027], [-5.40654, 5.27635, -3.28263], [-8.94982, -1.95805, -2.24815], [-0.32887, 0.42940, 1.11328], [11.01682, -0.91359, 5.75376], [-11.48518, -4.16565, -3.07762], [-4.74992, -8.95211, 0.82297], [-1.59037, 4.86059, 5.44795], [-7.02360, -8.90242, -4.73082], [-2.19850, 0.44259, 7.97886], [6.58454, 5.78899, 4.05882], [-0.88717, -1.34539, -1.50189], [-4.14029, 4.77738, -3.60675], [-4.07958, -6.70310, -6.25830], [-1.24214, -3.33292, -2.05177], [6.65609, 2.27169, -3.35631], [1.75618, -2.07856, -7.30088], [1.92482, -0.76443, 1.86027], [4.37387, 2.80111, 7.74006], [0.43010, -0.94930, -1.04887], [10.53472, -1.41552, 4.91487], [2.12533, -2.70454, -5.42273], [-14.31486, -3.59125, -3.03349], [1.35508, 5.43903, -4.34176], [-10.94634, -2.22940, -2.34918], [-6.47984, -9.87938, 1.87801], [-6.70644, -8.17090, -3.98760], [-3.67408, 4.18833, -2.31226], [-6.36045, -9.68482, -7.79403], [6.17881, 1.67773, -4.43441], [8.28728, -0.38212, 4.46348], [1.10454, -1.71407, -1.43406], [-3.89938, -8.76881, -6.77608], [-2.63392, 3.87407, -2.39829], [12.68268, 0.25917, 5.79703], [7.77609, 2.94258, -4.81099], [-2.46875, -2.50798, -1.29624], [11.57291, -2.03459, 6.77011], [-5.12359, -8.88541, -0.11298], [-4.70409, -10.56306, -5.95910], [-2.71605, 4.44797, -6.61463], [2.11062, 6.54922, -5.97544], [2.46092, -2.61612, -6.37124], [-9.44415, -2.70137, -3.64098], [-2.48342, 1.46515, 9.44333], [0.68864, -1.58258, -6.87194], [-3.49260, -4.84432, 4.27196], [6.79019, 7.88209, 3.99400], [0.26611, -1.85743, -5.99671], [-8.07498, -8.81191, -5.00377], [0.04716, 5.49118, 6.45673], [9.90228, -0.02650, 6.29461], [1.32501, 6.43024, -2.76872], [-1.34576, 6.86729, 5.56342], [-15.27481, -3.48667, -2.52786], [7.48362, -5.10655, -0.04488], [-12.77694, -2.08296, -0.62072], [5.11001, -5.36634, 0.55038], [-6.87679, -9.85091, -4.21418], [-6.20348, -8.87810, -5.97809], [-6.93572, -9.61099, -6.96716], [-4.11586, -5.43086, 3.73566], [-6.21235, -7.86029, -6.36807], [-3.59147, 4.97132, -1.55846], [-4.73393, 2.91709, -4.31373], [5.51424, 0.98765, -4.11469], [-9.60197, -2.77201, -2.56478], [4.46053, 1.86232, 8.10236], [-5.27616, -9.67985, 1.79537], [-3.91151, 5.16740, -7.67939], [1.98137, -0.85722, 0.85613], [-4.26382, -0.72850, 8.06496], [-2.59147, -7.21064, -7.00774], [6.14171, -2.19091, 0.23706], [12.13018, -0.24992, 5.12200], [-3.87967, -8.49066, 1.04619], [1.79479, 9.40784, -5.60428], [7.77397, -2.68309, -0.16392], [9.00480, 0.38720, 4.17817], [-11.86465, -3.15685, -2.91510], [-3.82202, -3.99775, 4.71344], [-2.27371, 3.91890, 5.08538], [4.54465, 7.79030, 2.26752], [6.63398, -4.19777, 0.07379], [4.07057, 0.81975, 7.42480], [-2.89026, -7.69249, -5.34567], [2.79666, 6.99882, -4.02094], [-4.39927, -9.80981, 2.76041], [6.83798, -2.91556, 0.13604], [11.75535, 0.57981, 4.68480], [0.03489, 3.83096, 5.85697], [2.16087, 0.10706, 0.61518], [4.14347, 7.89015, -7.47613], [1.90759, 5.97155, -3.56765], [6.81884, 8.82516, 5.79824], [5.00350, 8.66974, 2.45761], [4.88543, 7.49913, 1.36243], [2.45759, 5.22534, -2.99426], [-3.64453, 5.66381, -4.00244], [4.49951, -0.35668, 7.88688], [-2.23044, -5.19819, 4.43688], [10.70786, -2.63097, 7.06016], [9.65533, -0.10345, 3.45418], [-1.96582, 6.07310, 5.49357], [-3.83480, 0.04102, 8.90150], [9.03239, -0.59021, 6.63167], [-4.58837, 0.44163, 9.83827], [-1.64594, -4.57012, 5.38503], [9.64036, 0.92901, 5.31130], [4.91904, 6.67449, 3.14978], [5.36756, -4.44203, 0.23509], [-2.99334, 3.48997, -4.84351], [4.54780, 4.59990, 3.47730], [3.54073, 8.66846, -7.25022], [7.59767, 3.04067, -3.82172], [-3.69655, 5.89650, -6.23784], [12.24256, -2.83998, 6.46842], [-0.36971, -0.64999, 1.25942], [-12.93839, -4.03297, -1.36413], [4.98297, 1.76709, 8.96148], [-14.17181, -4.63711, -3.30517], [6.36577, 6.66748, 3.45177], [3.74496, 6.36503, -5.78824], [-4.05990, 3.67415, -4.71452], [1.02746, 9.34142, -6.37558], [-2.69195, 0.69593, 8.82290], [6.58828, 7.82306, 5.43667], [6.48429, 1.75751, -5.39379], [7.97687, 3.79190, -3.26319], [5.54600, 7.61351, 5.67716], [2.14890, -1.96960, -8.40179], [0.61583, -2.34870, 0.68038], [10.17445, 0.42228, 7.24993], [-1.11532, -3.08638, -0.24414], [-13.43776, -2.11410, -1.38390], [-5.33581, 5.79751, -2.42037], [-14.37817, -2.17272, -1.02018], [6.39248, 2.03186, -2.24582], [3.38525, -2.95638, -6.59467], [-1.72111, -5.96802, 3.65063], [5.19845, -0.39474, 8.61499], [11.93232, -1.43090, 7.60346], [-1.39297, -2.65964, -1.20794], [-13.12420, -3.28360, -2.13356], [-3.71386, 4.88562, -6.64517], [4.32075, -1.15662, 7.29677], [-2.88370, 6.29772, 5.13702], [-4.32510, 1.18927, 10.46423], [-4.19882, 3.31833, -1.91748], [-5.52475, 0.06638, 9.78839], [-4.45736, -9.28801, -4.82059], [3.38756, 5.32831, 2.38534], [-2.15572, -4.17373, 6.16162], [4.38746, 6.88431, 4.07795], [-7.04506, -10.55537, -6.62615], [-1.36457, -0.84328, 0.85817], [4.43969, 5.32441, 2.67015], [2.11430, 10.44990, -5.61544], [8.40558, 1.14227, 3.66932], [3.28671, 0.95788, 6.51438]],
  "mulliken_charge": [0.374, 0.423, -0.670, 0.249, 0.319, 0.219, -0.358, 0.312, 0.345, 0.400, 0.287, 0.201, 0.154, 0.218, -0.613, 0.242, 0.318, -0.697, 0.185, 0.386, -0.386, 0.442, 0.316, 0.170, -0.682, 0.296, 0.375, 0.376, 0.354, -0.357, 0.619, -1.599, 0.220, 0.328, -0.368, 0.593, 0.263, 0.273, 0.636, 0.663, 0.238, 0.210, -0.552, 0.248, 0.138, -1.457, 0.292, -0.359, -0.649, 0.362, -1.520, 0.262, -0.419, 0.341, 0.304, -0.361, 0.348, 0.259, 0.150, 0.226, -1.320, 0.180, 0.381, 0.274, 0.345, -0.377, 0.356, 0.180, -0.339, -0.401, -0.383, 0.149, 0.416, 0.175, -0.652, 0.234, 0.190, 0.411, -0.679, 0.239, 0.237, 0.360, 0.689, -0.770, 0.201, 0.186, 0.431, 0.383, 0.202, -0.825, -0.371, 0.675, 0.304, -0.641, -0.679, 0.257, 0.183, -0.629, 0.154, -1.238, 0.217, -0.778, -0.687, 0.159, -0.660, -0.699, 0.609, 0.655, 0.301, -0.323, -0.404, -0.360, 0.271, 0.217, 0.289, 0.250, -0.619, 0.268, 0.279, 0.269, 0.247, 0.143, -0.413, 0.681, 0.340, 0.308, -0.387, 0.700, 0.328, -0.401, -0.387, -0.426, 0.718, -0.383, 0.325, 0.382, -0.639, -0.363, 0.274, 0.344, -1.466, 0.218, 0.158, 0.331, -0.655, 0.326, -0.670, 0.339, -0.407, -0.646, 0.170, 0.212, 0.259, -0.638, 0.134, 0.393, 0.305, -0.732, 0.253, 0.219, -0.590, 0.205, -0.670, 0.185, 0.315, -0.673, 0.618, -0.701, 0.229, 0.232, 0.162, 0.355, 0.227, 0.277, 0.397, 0.197, 0.118, 0.258, 0.363, -1.584, 0.326, 0.276, -0.650],
  "e_homo_ev": -8.711,
  "charge": 0,
  "orbital_gap_ev": 8.52,
  "relative_energy_ev": 12.337
}